No. 1
62
Properties=species:S:1:pos:R:3:forces:R:3:mulliken_spin:R:1 method="wB97M-V/def2-TZVPD" lumo_ev="2.0 / 1.6" charge=-1 e_tot_ev=-94319.51860 multiplicity=3 orbital_gap_ev="6.271 / 5.985" e_homo_ev="-4.282 / -4.402"
V -0.090837 0.392463 -0.983384 -0.708 4.210 -0.317 1.797
O -2.027159 -1.345929 4.263656 0.106 -0.389 -0.263 0.000
C -2.948275 -2.125207 3.635606 0.123 0.714 -0.003 -0.001
C -3.688244 -3.082429 4.385347 1.256 -0.011 -0.074 0.000
C -4.344870 -4.087455 3.724169 -0.875 0.546 -1.962 0.000
C -4.549697 -3.946063 2.323662 0.419 -0.133 -0.165 0.000
C -4.026162 -2.870024 1.621531 0.633 0.645 1.080 0.000
C -3.133328 -1.962837 2.247943 0.748 -1.199 0.025 0.001
C -2.093304 -1.135857 1.447944 -1.772 -1.475 -1.195 0.001
O -1.397403 -0.312182 2.053079 0.755 0.515 0.199 0.005
N -2.144101 -1.456020 0.133782 -0.967 -0.833 2.230 0.014
N -1.877611 -0.465463 -0.733205 -2.387 1.254 -2.286 -0.038
C -2.886552 -0.350986 -1.610584 1.589 -1.771 2.139 0.076
C -3.130066 0.662651 -2.555858 1.137 3.924 -0.509 -0.014
C -4.455987 1.086270 -2.864478 0.410 -3.968 1.845 0.016
C -4.736156 2.142184 -3.634792 -1.877 1.723 -1.886 -0.008
C -3.696282 2.826403 -4.276006 0.585 1.257 0.236 0.019
C -2.372781 2.624652 -3.847605 -0.813 -0.287 -0.379 -0.002
C -2.066190 1.639306 -2.899006 0.150 -2.488 0.422 0.022
O -0.793664 1.452964 -2.515811 -1.467 -0.219 -0.350 0.014
H -1.498476 -0.880550 3.512518 -0.918 -0.065 0.600 0.000
H -3.487794 -3.187384 5.442338 -0.002 0.266 0.126 0.000
H -4.818740 -4.935661 4.191505 0.173 -0.054 0.440 0.000
H -4.935008 -4.744293 1.689987 -0.550 0.078 0.527 0.000
H -4.262562 -2.681708 0.592798 0.203 -0.365 -0.419 0.002
H -3.571895 -1.200584 -1.454298 -0.227 0.714 -0.245 -0.002
H -5.224041 0.355674 -2.462341 0.530 1.326 -0.510 0.000
H -5.807478 2.454080 -3.840931 1.448 -0.582 0.213 0.000
H -3.976810 3.617154 -5.028707 0.602 -0.898 0.882 0.001
H -1.493147 3.108106 -4.236544 -0.110 0.529 -0.276 0.000
N -0.117083 2.430612 3.053308 1.155 -0.812 0.058 0.002
C 0.081229 1.952704 1.793002 -1.993 1.184 -0.513 0.010
S -1.042538 2.383194 0.482998 1.090 -0.414 0.773 -0.027
N 1.169453 1.277452 1.633613 1.416 -0.527 0.819 -0.014
N 1.430322 0.932938 0.381745 0.966 -0.062 -0.823 -0.067
C 2.692539 0.834609 0.020696 -1.351 -0.344 -0.064 0.029
C 3.796134 0.818923 0.968318 1.416 0.161 0.888 -0.001
C 3.805388 0.043821 2.149654 -0.343 1.120 -0.517 0.005
C 4.844686 0.134452 3.052953 -0.067 -1.363 0.485 -0.002
C 6.007064 0.855022 2.727844 -0.420 -1.327 1.721 0.006
C 6.063657 1.499803 1.546233 0.398 1.025 -1.323 -0.003
C 4.959602 1.530543 0.702441 -0.187 0.326 -0.868 0.011
C 2.900760 0.640996 -1.425882 -0.925 0.270 0.363 0.007
C 4.142948 0.344843 -1.982584 -0.238 -0.403 -0.136 -0.001
C 4.230945 -0.089081 -3.296469 -1.214 0.192 -0.050 0.005
C 2.998105 -0.069668 -3.987606 0.590 -0.272 -1.608 0.009
C 1.816242 0.315902 -3.391109 0.204 -0.611 0.042 0.011
N 1.735802 0.675784 -2.123201 1.255 -0.084 0.312 0.023
H -0.966991 2.904970 3.259981 -0.328 -0.031 0.216 -0.001
H 0.513586 2.047842 3.783926 -1.007 0.592 -0.823 0.000
H 2.916975 -0.510252 2.345480 -0.366 -0.486 0.365 -0.001
H 4.755282 -0.530551 3.958621 0.382 1.070 -0.878 0.000
H 6.852540 0.816965 3.407794 -0.042 0.133 -0.100 0.000
H 6.980271 1.995141 1.229384 -0.200 0.049 0.131 0.000
H 5.011204 2.092426 -0.239761 0.069 -0.052 0.575 0.002
H 4.984370 0.360236 -1.317933 0.271 -0.269 -0.084 0.003
H 5.179486 -0.503697 -3.667954 -0.659 0.424 -0.145 0.000
H 2.811759 -0.353675 -5.049578 0.922 -0.058 0.914 0.001
H 0.901368 0.096535 -3.927473 -0.196 0.665 0.087 0.002
O 2.362587 -2.628576 -2.155806 -0.063 -0.075 -0.389 0.075
S 1.251620 -2.579475 -1.204399 -0.664 1.125 0.687 0.111
N 0.465282 -1.311988 -1.050563 1.936 -4.109 -0.240 -0.098

No. 2
65
Properties=species:S:1:pos:R:3:forces:R:3:mulliken_charge:R:1 method="wB97M-V/def2-TZVPD" lumo_ev=1.8 charge=-1 e_above_lowest_kcal_mol=35.15 e_tot_ev=-172832.65652 orbital_gap_ev=7.076 e_homo_ev=-5.230
Zn 14.142952 10.578552 11.794175 -0.168 0.589 -0.980 1.640
C 16.193512 11.880947 15.838885 -0.813 -1.804 1.298 -0.529
O 16.180162 10.394309 15.499917 0.019 2.151 0.040 -0.470
C 15.562168 10.214466 14.328263 -0.408 0.389 1.342 0.854
O 15.015995 11.107637 13.700556 0.305 0.253 -0.442 -0.918
N 15.484449 8.927621 14.008289 0.056 -1.863 -2.298 -0.216
N 15.149867 8.691989 12.616679 0.828 -0.374 0.881 -0.468
H 16.704590 11.948521 16.810527 -0.425 -0.336 -0.200 0.261
H 15.112935 12.200536 15.929985 1.550 0.011 -0.455 0.259
H 16.849763 12.363491 15.146107 -0.299 0.508 -0.803 0.217
H 15.801764 8.152793 14.592859 0.005 0.736 -0.298 0.209
H 14.325828 8.089462 12.575688 0.038 -0.145 -0.184 0.470
H 15.962877 8.304582 12.075949 -1.099 0.544 0.889 0.217
O 10.634778 12.739721 11.196823 1.246 -0.218 0.363 -0.734
C 11.411594 11.818626 11.483296 0.191 0.695 -0.175 0.371
O 12.680470 11.945345 11.792682 -1.577 -0.506 -0.125 -0.622
C 10.730944 10.441880 11.517819 1.918 1.041 -0.699 0.006
C 9.382221 10.447813 11.392756 -0.089 -0.686 1.317 -0.478
C 8.745363 9.225781 11.662867 0.194 -1.438 0.647 -0.227
C 9.408671 8.058317 12.100040 0.928 0.701 -0.506 -0.174
C 10.807055 8.064680 12.084671 0.458 1.229 -0.009 -0.300
C 11.516527 9.256920 11.588319 0.185 -2.182 0.947 0.948
O 12.757789 9.133383 11.318704 -0.240 0.708 0.230 -0.807
N 11.532322 6.935279 12.736203 0.319 0.746 -0.655 0.908
O 10.786176 6.066979 13.134067 0.537 -0.658 0.380 -0.655
O 12.782901 6.893639 12.888486 -2.149 0.217 -0.237 -0.718
N 7.336459 9.122102 11.490275 -0.892 -0.208 -1.688 0.971
O 6.810395 10.113143 10.963940 -0.392 -1.080 0.930 -0.621
O 6.768761 8.030085 11.676515 0.302 1.555 0.179 -0.643
H 8.907070 11.430385 11.316503 -0.040 -0.673 -0.300 0.557
H 8.915164 7.140353 12.390374 -0.305 0.379 -0.053 0.567
S 15.594790 11.243140 9.964847 -1.005 -1.241 0.008 -0.567
C 16.822713 12.064333 10.849614 0.400 2.066 0.581 0.197
C 17.951824 11.429781 11.411922 -0.667 0.982 0.071 -0.446
C 18.874256 12.182427 12.137627 -0.802 0.752 -0.239 -0.629
C 18.805693 13.582394 12.125974 0.842 1.229 -0.912 -0.705
C 17.793480 14.268373 11.403792 -1.029 -1.097 0.335 -0.085
C 16.664779 13.503379 10.943061 1.725 0.077 0.354 -0.040
As 14.833532 14.286590 10.672276 0.551 -0.225 0.212 0.600
C 15.152297 16.071700 11.517708 -0.060 -0.290 0.401 -0.243
C 14.604466 17.240190 10.969312 0.362 -0.221 -1.013 -0.327
C 14.854715 18.488778 11.530636 -0.726 1.240 0.363 -0.462
C 15.506826 18.584255 12.768084 -0.159 -1.630 -0.355 -0.521
C 15.881523 17.399153 13.421592 0.666 -0.404 0.006 -0.470
C 15.742186 16.151958 12.796558 -0.755 1.054 -0.108 -0.438
C 14.834586 14.845218 8.776796 1.014 -1.045 0.588 0.362
C 14.075339 14.046394 7.883988 0.928 1.158 1.048 -0.645
C 13.894572 14.553465 6.629556 -1.279 -0.531 -1.991 -0.174
C 14.427808 15.779012 6.187434 0.449 -1.084 0.758 -0.776
C 15.406587 16.296192 6.993134 1.092 1.314 0.464 -0.393
C 15.670625 15.850100 8.304620 -1.341 -0.235 -1.010 -0.251
H 18.033283 10.365800 11.267516 0.119 -0.255 0.183 0.437
H 19.622168 11.729861 12.749625 0.586 -0.442 0.022 0.439
H 19.683770 14.180772 12.515494 -1.195 -0.784 -0.230 0.286
H 17.793749 15.375118 11.260960 0.079 -1.069 0.448 0.400
H 14.065132 17.155525 10.000512 0.415 0.228 0.836 0.434
H 14.444429 19.444315 11.069399 0.624 -1.447 0.456 0.267
H 15.691559 19.515815 13.231472 0.093 0.907 0.326 0.422
H 16.398748 17.355298 14.406978 -0.593 0.556 -0.729 0.302
H 16.012194 15.297957 13.405130 0.165 -0.286 -0.489 0.419
H 13.751119 13.060455 8.214335 -0.342 0.380 -0.146 0.296
H 13.318152 13.936045 5.924114 0.088 0.428 0.242 0.309
H 14.252777 16.267170 5.235480 -0.244 -0.488 -0.038 0.379
H 15.989461 17.118967 6.580463 -0.001 0.033 0.249 0.328
H 16.438918 16.298902 8.923090 -0.181 0.090 -0.030 0.420

No. 3
58
Properties=species:S:1:pos:R:3:forces:R:3:mulliken_spin:R:1 method="wB97M-V/def2-TZVPD" lumo_ev="0.2 / -2.7" e_tot_ev=-114561.56688 multiplicity=5 orbital_gap_ev="5.471 / 5.595" e_homo_ev="-5.306 / -8.296"
Ir -0.890633 -0.372188 0.821289 -1.001 -0.521 2.039 1.973
O 1.757700 -3.351913 -3.085343 -1.044 -0.462 0.154 0.003
C 0.611965 -4.081458 -2.765257 2.661 1.358 0.174 0.041
C 0.497180 -5.409952 -3.121841 1.528 -1.010 -1.109 -0.018
C -0.619051 -6.142252 -2.799250 0.463 -0.313 -0.012 0.035
C -1.672549 -5.490425 -2.215686 -0.290 -0.662 -0.101 -0.015
C -1.506766 -4.195539 -1.828088 -2.543 -0.273 1.810 0.024
C -0.322863 -3.528424 -1.915378 -0.967 1.069 -0.746 0.026
C -0.326692 -2.250615 -1.221755 1.529 0.403 0.602 0.116
O -1.118962 -2.123010 -0.199858 -0.504 0.733 -0.056 0.114
N 0.595738 -1.288729 -1.433739 -0.631 -1.668 -0.904 0.148
N 0.452467 -0.381119 -0.534209 2.033 4.167 -0.919 0.472
C 1.368494 0.851299 -0.675160 1.145 -1.169 -0.301 -0.072
C 1.981780 1.152109 0.696377 -1.365 -0.020 0.685 0.007
C 3.303696 1.426652 0.982548 1.278 -0.783 -0.227 -0.012
C 3.738972 1.551085 2.305074 -0.630 0.005 -0.300 0.034
C 2.845787 1.588418 3.379351 1.183 0.007 -0.693 -0.012
C 1.521432 1.479107 3.142608 -1.070 0.785 -1.496 0.027
C 1.085403 1.290543 1.793207 2.267 0.140 1.414 0.068
O -0.210454 1.351439 1.665856 -3.717 -1.758 -1.574 0.134
H 1.637650 -2.427285 -2.767184 0.062 -0.691 -0.117 0.006
H 1.313397 -5.953223 -3.648102 -0.471 0.893 0.430 0.000
H -0.615460 -7.220668 -2.936718 -0.155 0.232 -0.283 0.002
H -2.555318 -6.051025 -2.013089 -0.692 0.003 0.190 0.000
H -2.328895 -3.716667 -1.267202 0.525 -0.289 -0.399 0.002
H 2.074364 0.399098 -1.430278 -0.149 0.829 1.078 -0.023
H 4.035133 1.443323 0.149096 -0.443 -0.061 0.729 0.000
H 4.768732 1.614382 2.546425 0.893 0.247 -0.159 0.002
H 3.233947 1.784796 4.352491 0.141 -0.009 0.619 0.000
H 0.768812 1.799579 3.864160 0.110 -0.632 -0.076 -0.002
C -5.508627 1.322462 2.611462 -1.473 0.977 0.006 -0.019
C -4.749351 0.084243 2.344046 2.113 0.349 0.681 -0.086
C -5.310156 -1.236832 2.287556 0.542 1.293 -0.272 0.373
C -4.398192 -2.233922 1.978940 0.528 0.309 0.583 -0.175
C -3.021087 -2.006127 2.041831 -0.927 -0.376 -0.455 0.365
Br -1.964156 -3.567947 2.475538 -0.015 0.707 -0.239 0.030
N -2.474048 -0.729187 2.102960 1.113 -0.807 0.118 0.175
C -3.359305 0.296693 2.314545 -2.204 -1.114 -0.601 0.183
H -4.922677 1.925988 3.325048 -0.452 0.149 -0.516 -0.004
H -6.486497 1.117007 3.083231 0.377 0.017 -0.082 0.002
H -5.765896 1.904347 1.676382 0.499 -0.497 0.944 0.003
H -6.337555 -1.430884 2.620418 0.398 0.060 -0.724 0.037
H -4.778350 -3.206130 1.776940 0.081 -0.883 0.322 -0.006
H -2.885148 1.262229 2.375876 -0.240 0.298 0.148 0.015
F 5.032590 5.724639 -2.062921 1.471 1.200 0.267 0.000
C 4.068600 4.873536 -1.803822 -2.499 0.665 -0.076 0.001
C 2.876979 5.383513 -1.198011 -0.014 -1.792 0.132 0.000
C 1.780503 4.492012 -1.146801 2.431 -1.034 -0.901 0.002
C 1.936871 3.146874 -1.601926 1.112 -0.055 -0.224 -0.004
C 0.829561 2.166659 -1.292181 -1.365 -0.376 -0.711 0.021
C 3.154095 2.697806 -2.191543 -0.138 0.887 1.311 0.002
C 4.216651 3.618135 -2.330314 -1.348 -0.849 0.579 0.000
H 2.855687 6.312171 -0.613761 0.100 -0.181 -0.812 0.000
H 0.847403 4.737030 -0.710989 -0.629 0.477 0.506 0.000
H 0.273806 1.881080 -2.215208 0.269 0.291 0.425 0.009
H 0.125515 2.728944 -0.649454 0.150 -0.820 -0.053 -0.003
H 3.371046 1.619269 -2.285997 -0.367 0.796 -0.550 0.000
H 5.166731 3.369056 -2.752192 0.339 -0.240 -0.258 0.000

No. 4
61
Properties=species:S:1:pos:R:3:forces:R:3:mulliken_charge:R:1 method="wB97M-V/def2-TZVPD" lumo_ev=-0.6 e_above_lowest_kcal_mol=24.44 e_tot_ev=-299298.43637 orbital_gap_ev=7.392 e_homo_ev=-8.017
Ti -1.838114 2.251775 -3.479456 1.059 0.169 -0.778 0.539
Se 3.351157 1.831966 1.304235 -0.025 -0.064 -0.036 -0.361
P 1.397407 1.094925 1.512270 -0.063 0.269 -0.380 0.522
C 1.376101 -0.630376 2.053983 0.060 -0.213 0.053 0.069
C 0.877831 -1.698408 1.333257 -0.015 -0.152 0.107 0.744
C 0.944503 -2.996566 1.835094 0.004 0.082 0.006 -0.578
C 1.519897 -3.224530 3.072512 0.017 0.028 0.035 -0.574
C 2.024574 -2.154975 3.809273 -0.020 -0.006 -0.042 -0.707
C 1.956151 -0.868886 3.305634 0.000 0.005 -0.012 -0.856
C 0.394180 1.869611 2.808306 -0.108 0.097 0.077 0.349
C -0.916221 1.435932 3.012402 -0.040 0.006 0.056 -0.296
C -1.687377 1.998859 4.016751 0.096 0.034 -0.013 -0.674
C -1.146983 2.997050 4.825292 0.021 -0.033 -0.046 -0.428
C 0.156339 3.425114 4.624348 0.039 -0.050 -0.067 -0.623
C 0.930577 2.861055 3.612306 -0.070 0.098 0.078 -0.370
C 0.379969 1.469236 0.015287 -0.098 0.402 0.646 1.667
C -0.130977 0.965619 -1.163410 -0.073 0.228 -0.463 -1.700
N -0.686528 2.031587 -1.819338 0.191 -0.032 1.078 1.228
N -0.546025 3.132069 -1.058068 0.127 -0.734 -0.111 -0.810
N 0.072836 2.815463 0.028349 0.222 -0.416 0.013 -0.273
P -0.168579 -0.569090 -2.095247 0.115 0.115 -0.124 0.507
Se -0.886633 -0.146001 -4.095854 -0.011 -0.016 0.178 -0.507
C -1.335091 -1.676156 -1.273990 -0.130 -0.082 0.133 0.920
C -2.473987 -1.067993 -0.741703 0.040 -0.159 0.181 -0.423
C -3.465433 -1.832930 -0.148228 0.019 0.008 -0.024 -0.849
C -3.339793 -3.214657 -0.090362 -0.072 0.031 0.030 -0.538
C -2.225609 -3.827800 -0.636775 0.065 0.038 -0.022 -0.796
C -1.229390 -3.063703 -1.229403 -0.248 0.019 -0.018 -0.225
C 1.547594 -1.119477 -2.154192 0.246 -0.135 0.059 1.412
C 2.022599 -2.407693 -1.908412 0.234 0.251 -0.064 -0.057
C 3.379499 -2.687532 -2.018010 -0.128 0.035 0.020 -0.892
C 4.270063 -1.688329 -2.370003 0.047 0.031 -0.007 -0.503
C 3.805237 -0.404511 -2.617796 -0.009 0.065 -0.020 -0.804
C 2.454757 -0.117231 -2.516673 0.035 -0.116 0.037 -0.496
H 0.425205 -1.531691 0.377122 -0.114 0.030 -0.200 -0.171
H 0.543039 -3.825553 1.262023 0.005 0.086 -0.010 0.408
H 1.577074 -4.230985 3.469506 -0.003 0.038 -0.012 0.383
H 2.475388 -2.328363 4.778932 -0.019 0.012 -0.042 0.394
H 2.362444 -0.042593 3.878253 -0.012 -0.016 -0.032 0.398
H -1.336731 0.655795 2.385192 0.017 0.008 0.000 0.357
H -2.706790 1.664807 4.172732 0.065 0.013 -0.022 0.413
H -1.747011 3.441781 5.610887 0.024 -0.031 -0.043 0.385
H 0.574970 4.204226 5.250245 -0.017 -0.037 -0.032 0.389
H 1.946511 3.193288 3.433178 -0.016 0.000 0.010 0.332
H -2.585248 0.004868 -0.769118 0.005 0.182 -0.019 0.450
H -4.338845 -1.347871 0.268370 0.024 0.002 -0.020 0.446
H -4.116309 -3.812288 0.370229 0.019 0.027 0.000 0.401
H -2.127080 -4.906245 -0.609360 0.003 0.050 -0.012 0.457
H -0.399263 -3.574139 -1.671117 0.190 -0.117 -0.172 0.549
H 1.367874 -3.199729 -1.614846 -0.162 -0.197 0.114 -0.068
H 3.738771 -3.688397 -1.817136 -0.042 0.005 0.005 0.422
H 5.329227 -1.906947 -2.444774 -0.074 0.026 0.002 0.404
H 4.498874 0.382099 -2.883658 -0.029 0.002 0.013 0.408
H 2.110092 0.889447 -2.713735 -0.036 0.044 0.001 0.369
Cl -3.408948 3.615146 -2.315936 -0.218 0.266 -0.005 -0.324
Ge -3.737501 4.363988 -4.615735 -0.536 0.144 0.005 0.455
Cl -5.990226 4.258205 -4.464587 0.375 -0.016 -0.030 -0.391
Cl -3.529794 1.920700 -5.096807 -0.251 -0.053 -0.330 -0.314
C -0.790123 3.423119 -4.460232 -0.851 -0.277 0.261 -0.738
H -0.151339 4.163136 -3.985497 0.088 0.037 0.118 0.242
H -0.768788 3.430779 -5.546509 0.041 -0.032 -0.114 0.329